[1]
Density functional theory data (ωB97M-V/def2-TZVPD) for C32H54ClFGaO12 as an isolated structure in a non-equilibrium geometry.

The geometry in XYZ format:
```
101
Properties=species:S:1:pos:R:3
C 1.8616 -0.2158 -1.4763
C 0.5172 -0.3369 -2.1904
C -0.3034 0.9357 -2.1285
Cl -0.6121 1.3566 -0.3619
Ga -2.1461 0.7648 -3.1353
C -2.1427 -0.8914 -4.3401
C -2.8276 -2.1502 -3.7700
C -3.6001 0.7553 -1.6983
C -4.9558 0.2111 -2.1293
C -5.7547 -0.3194 -0.9284
F -5.7185 1.2711 -2.6681
H 2.4463 0.6198 -1.8551
H 1.7228 -0.0464 -0.4125
H 2.4521 -1.1296 -1.5732
H -0.0336 -1.1583 -1.7359
H 0.7201 -0.5167 -3.2461
H 0.2630 1.7625 -2.5456
H -2.1811 2.0800 -4.1041
H -1.0999 -1.1416 -4.5044
H -2.5294 -0.6095 -5.3171
H -3.8628 -2.1673 -4.1110
H -2.7924 -2.1971 -2.6911
H -2.3825 -3.0468 -4.2076
H -3.2846 0.1992 -0.8166
H -3.7764 1.7791 -1.3723
H -4.8709 -0.5861 -2.8635
H -6.8165 -0.0973 -1.0237
H -5.5998 -1.3867 -0.8011
H -5.4062 0.2040 -0.0432
O 0.4660 -0.8183 -6.3019
C 0.4395 0.2654 -6.7988
O -0.2157 0.5451 -7.9570
C 0.0357 1.9045 -8.3429
C 0.4462 2.6191 -7.0620
C 1.1436 1.5042 -6.2878
H 0.8310 1.9087 -9.0943
H -0.8682 2.3175 -8.7858
H 1.0672 3.4964 -7.2397
H -0.4418 2.9387 -6.5149
H 2.2041 1.4285 -6.5356
H 1.0116 1.6127 -5.2142
O -1.2756 -2.6448 -0.8739
C -0.5822 -3.6065 -0.7270
O -0.6941 -4.4480 0.3294
C 0.3494 -5.4392 0.2842
C 0.7877 -5.4904 -1.1740
C 0.5532 -4.0504 -1.6271
H 1.1545 -5.1172 0.9493
H -0.0400 -6.3878 0.6387
H 1.8117 -5.8383 -1.3022
H 0.1319 -6.1613 -1.7320
H 1.4161 -3.4109 -1.4323
H 0.2650 -3.9726 -2.6718
O -1.1997 -7.4333 2.1270
C -1.2666 -6.7668 3.1213
O -0.3747 -5.7957 3.4105
C -0.6550 -5.2319 4.7077
C -2.1178 -5.5492 4.9661
C -2.2918 -6.8757 4.2307
H 0.0084 -5.7029 5.4375
H -0.4551 -4.1638 4.6854
H -2.3675 -5.5897 6.0238
H -2.7439 -4.7866 4.5043
H -2.0395 -7.7339 4.8561
H -3.2888 -6.9986 3.8173
O 3.1159 2.6722 -0.5830
C 2.9599 3.2906 0.4265
O 3.8238 4.2768 0.8087
C 3.4588 4.7814 2.1014
C 1.9882 4.4342 2.2619
C 1.8702 3.1268 1.4739
H 4.0833 4.3005 2.8538
H 3.6421 5.8552 2.1279
H 1.6847 4.3538 3.3046
H 1.3705 5.2002 1.7891
H 2.0981 2.2559 2.0898
H 0.8925 3.0091 1.0132
O 4.9853 5.2934 5.2345
C 5.8140 5.8841 4.6067
O 6.3167 5.4211 3.4369
C 7.3631 6.2889 2.9694
C 7.1049 7.6279 3.6458
C 6.4824 7.1958 4.9715
H 8.3237 5.8559 3.2570
H 7.3140 6.3475 1.8850
H 8.0018 8.2356 3.7496
H 6.3769 8.1991 3.0678
H 7.2354 7.0000 5.7362
H 5.7513 7.9070 5.3446
O -2.9005 -2.3837 5.9176
C -3.0155 -1.8145 4.8653
O -2.0440 -1.8016 3.9313
C -2.4233 -0.9353 2.8314
C -3.9399 -0.8601 2.8968
C -4.1960 -0.9882 4.3970
H -1.9521 0.0376 2.9792
H -2.0677 -1.3594 1.8954
H -4.3403 0.0476 2.4516
H -4.3761 -1.7108 2.3712
H -4.1617 -0.0209 4.9012
H -5.1307 -1.4927 4.6261
```

Values from the calculation:
* gap between HOMO and LUMO: 0.227 Ha
* net charge: -1
* energy: -4639.53267 hartree
* lowest unoccupied orbital energy: 1.81 eV

Löwdin population analysis, charges in e, atoms 1 to 5: -0.1436 -0.3727 -0.6785 0.5158 0.4003

=====

[2]
Density functional theory data (ωB97M-V/def2-TZVPD) for C32H54NO20P2S2 as an isolated structure in a non-equilibrium geometry.

The geometry in XYZ format:
```
111
Properties=species:S:1:pos:R:3
N 0.0252 -0.2519 0.5969
H 0.1881 0.7441 0.6357
H 0.5411 -0.4339 1.4459
H 0.5095 -0.7690 -0.1230
H -0.9100 -0.6129 0.7205
C -0.2921 -1.8173 2.5224
C 0.4662 -2.7247 3.4104
C 0.1666 -4.2295 3.2242
O 0.9456 -5.0493 3.8746
C -1.1247 -4.5871 2.5131
C -1.8616 -3.6536 1.8112
C -1.4025 -2.2438 1.8123
O -1.9229 -1.3082 0.9532
O -2.9979 -4.0265 1.2872
O 1.3822 -2.2509 4.1365
H 0.1266 -0.8349 2.3612
H -1.4103 -5.6219 2.3952
C 2.0065 -4.5522 0.9414
C 2.6342 -3.2469 1.0474
C 1.7280 -1.9702 0.3800
O 2.0895 -0.8075 0.4368
C 0.5417 -2.3085 -0.4149
C 0.1733 -3.6125 -0.5087
C 0.9056 -4.7953 0.1318
O 0.6087 -6.0531 0.0525
O -0.8560 -3.7590 -1.2749
O 3.5268 -3.0096 1.8266
H 2.6207 -5.3291 1.3721
H -0.0618 -1.5229 -0.8449
C 2.1025 4.0141 0.3106
C 1.5769 3.7893 1.6786
C 2.5630 2.8104 2.3807
S 2.7525 1.3948 1.2203
O 1.6935 0.4558 1.5264
O 4.1596 1.0085 1.1616
C 2.4157 2.4861 -0.1810
H 3.0348 4.5786 0.3290
H 1.4331 4.4689 -0.4196
H 0.5896 3.3324 1.6110
H 1.4425 4.7146 2.2389
H 2.3916 2.3861 3.3700
H 3.5586 3.2531 2.3498
H 1.5224 2.0205 -0.5974
H 3.2938 2.4414 -0.8252
C 2.5580 -0.2692 -4.3480
C 2.8130 -1.4856 -3.4366
C 2.2622 -1.2834 -1.9942
S 2.4508 0.5110 -1.5939
O 3.8018 0.8413 -1.0643
O 1.2366 0.9503 -0.8712
C 2.1864 0.9218 -3.4625
H 1.7985 -0.6031 -5.0549
H 3.4444 -0.0696 -4.9502
H 3.8835 -1.6905 -3.4416
H 2.6068 -2.4623 -3.8744
H 2.6312 -2.0032 -1.2635
H 1.1978 -1.5141 -1.9505
H 2.5773 1.9136 -3.6899
H 1.0987 0.8516 -3.4711
C -2.9023 -0.4343 3.0354
C -2.1904 0.1755 4.3060
O -1.5990 1.3866 3.8921
P -0.1906 1.5424 3.0942
O 0.4373 0.3036 2.6905
O -0.4405 2.6252 1.9186
C -1.4234 2.6412 1.0279
C -1.5858 4.0429 0.5868
O 0.7068 2.3106 4.3044
C 0.5744 3.7158 4.4391
C -0.5237 4.2643 5.1855
H -2.3162 -0.8942 2.2397
H -3.5596 -1.2424 3.3562
H -3.5100 0.3482 2.5810
H -3.0481 0.4846 4.9033
H -1.5493 -0.4906 4.8836
H -1.3173 2.2160 0.0298
H -2.3519 2.4452 1.5640
H -2.3964 4.1092 -0.1388
H -1.8155 4.6537 1.4599
H -0.5896 4.4143 0.3463
H 1.4902 4.0819 4.9033
H 0.4280 4.0330 3.4066
H -0.9130 3.4960 5.8534
H -0.1453 5.1157 5.7513
H -1.4142 4.6141 4.6633
C -4.9890 -0.7083 -3.3739
C -3.9367 -1.4901 -2.6570
O -2.7287 -0.8953 -2.9744
P -1.4483 -0.6235 -2.0658
O -1.5485 -1.2435 -0.7377
O -0.2279 -1.1831 -3.0452
C -0.3609 -2.4147 -3.7131
C 0.8382 -2.8814 -4.5061
O -1.2104 1.0266 -2.2038
C -0.6836 1.6648 -3.3288
C -1.8899 2.0468 -4.1896
H -5.1858 0.3246 -3.0866
H -4.8612 -0.7276 -4.4562
H -5.8956 -1.2008 -3.0222
H -4.0617 -1.4031 -1.5777
H -4.0593 -2.5674 -2.7689
H -0.6021 -3.0603 -2.8687
H -1.3452 -2.3905 -4.1808
H 1.6004 -2.9352 -3.7287
H 0.7992 -3.9553 -4.6890
H 1.1371 -2.2427 -5.3372
H 0.0187 2.4643 -3.0929
H -0.0874 0.9045 -3.8334
H -2.2712 1.1484 -4.6750
H -2.6586 2.5288 -3.5855
H -1.6196 2.7306 -4.9942
```

Values from the calculation:
* gap between HOMO and LUMO: 0.102 Ha
* net charge: -3
* energy: -4288.96693 hartree
* lowest unoccupied orbital energy: 5.11 eV

Löwdin population analysis, charges in e, atoms 1 to 5: 0.1066 0.1014 0.0188 0.0282 -0.0455

=====

[3]
Density functional theory data (ωB97M-V/def2-TZVPD) for a 8-piece molecular cluster, C32H54O18P2 overall.

The geometry in XYZ format:
```
106
Properties=species:S:1:pos:R:3
C 2.5306 4.1377 -2.4436
C 2.6876 3.7817 -3.9150
O 1.9917 2.6191 -4.3589
C 1.8840 1.5745 -3.4083
P 1.3396 0.0386 -4.2975
C -0.3477 -0.3733 -3.6213
P -1.5568 0.9306 -3.4247
O -2.9543 0.4568 -3.4104
O -1.1522 1.7012 -2.0555
O -1.2376 1.9957 -4.5768
H 1.4702 4.2540 -2.1858
H 3.0018 5.1115 -2.2910
H 3.0046 3.4237 -1.7688
H 2.2837 4.6044 -4.5162
H 3.7494 3.6845 -4.1791
H 2.8447 1.3485 -2.9264
H 1.1940 1.8669 -2.6179
H 2.0498 -0.9040 -3.5376
H -0.2700 -0.8821 -2.6520
H -0.8016 -1.0534 -4.3506
H -0.4004 1.2926 -1.6188
H -0.7935 2.7966 -4.2887
O -0.4945 -3.2637 -2.8223
C -1.4213 -3.2091 -2.0615
O -1.3523 -3.7240 -0.8174
C -2.6222 -3.6091 -0.1484
C -3.3473 -2.4781 -0.8712
C -2.7989 -2.6138 -2.2899
H -3.1431 -4.5653 -0.2441
H -2.4429 -3.4028 0.9013
H -4.4299 -2.5561 -0.7969
H -3.0501 -1.5195 -0.4474
H -3.3697 -3.3204 -2.8967
H -2.7248 -1.6721 -2.8312
O -2.7466 5.4597 2.8851
C -3.0002 4.8620 1.8815
O -2.3512 3.7250 1.5338
C -2.7840 3.2724 0.2367
C -4.1612 3.8955 0.0369
C -4.0236 5.2026 0.8120
H -2.0639 3.6144 -0.5070
H -2.7914 2.1860 0.2371
H -4.4182 4.0150 -1.0131
H -4.9224 3.2677 0.5026
H -3.6111 6.0071 0.1997
H -4.9423 5.5525 1.2750
O 2.0505 -0.5771 -1.1080
C 2.3249 -1.5069 -0.4019
O 1.3878 -2.3804 -0.0060
C 1.9291 -3.3415 0.9141
C 3.4311 -3.3319 0.6362
C 3.6650 -1.8883 0.1955
H 1.6937 -3.0112 1.9290
H 1.4493 -4.2983 0.7343
H 4.0231 -3.6389 1.4968
H 3.6514 -4.0055 -0.1936
H 3.8585 -1.2214 1.0383
H 4.4555 -1.7603 -0.5392
O -3.2260 -1.4323 2.1251
C -2.4478 -1.3335 3.0341
O -1.3406 -2.1005 3.1074
C -0.6471 -1.8591 4.3469
C -1.1033 -0.4744 4.7954
C -2.5254 -0.4240 4.2432
H -0.9342 -2.6413 5.0522
H 0.4201 -1.9327 4.1523
H -1.0364 -0.3356 5.8718
H -0.4921 0.2901 4.3143
H -3.2610 -0.8427 4.9338
H -2.8574 0.5686 3.9496
O 0.5659 -7.3114 2.6213
C 1.6786 -7.4457 2.2114
O 2.1816 -6.6584 1.2228
C 3.5013 -7.0966 0.8569
C 4.0192 -7.8684 2.0663
C 2.7304 -8.4535 2.6354
H 3.4165 -7.7251 -0.0319
H 4.0951 -6.2190 0.6135
H 4.7726 -8.6075 1.8032
H 4.4595 -7.1756 2.7849
H 2.4736 -9.4130 2.1822
H 2.7241 -8.5652 3.7161
O -6.2236 1.6725 5.7051
C -6.3687 1.0191 4.7146
O -6.0108 -0.2861 4.6544
C -6.1880 -0.7963 3.3164
C -7.2199 0.1241 2.6728
C -6.9226 1.4501 3.3681
H -5.2237 -0.7616 2.8113
H -6.5153 -1.8309 3.3892
H -7.1334 0.1568 1.5889
H -8.2280 -0.2080 2.9251
H -6.1439 2.0194 2.8558
H -7.7879 2.0920 3.5098
O 5.9751 4.4818 -1.4068
C 6.2620 5.2303 -2.2922
O 5.3270 5.7390 -3.1354
C 5.9502 6.5217 -4.1673
C 7.3015 6.9358 -3.5928
C 7.6309 5.7491 -2.6915
H 6.0525 5.8954 -5.0563
H 5.2943 7.3578 -4.3969
H 8.0432 7.1357 -4.3628
H 7.1852 7.8371 -2.9898
H 8.1461 4.9503 -3.2287
H 8.2062 6.0017 -1.8051
```

Values from the calculation:
* gap between HOMO and LUMO: 0.326 Ha
* SMILES string: CCOCPCP(=O)(O)O.O=C1CCCO1.O=C1CCCO1.O=C1CCCO1.O=C1CCCO1.O=C1CCCO1.O=C1CCCO1.O=C1CCCO1
* net charge: 0
* energy: -3288.92973 hartree
* lowest unoccupied orbital energy: 0.36 eV

Löwdin population analysis, charges in e, atoms 1 to 5: -0.0854 -0.2643 -0.2398 -0.4732 0.9623

=====

[4]
Density functional theory data (ωB97M-V/def2-TZVPD) for a 9-piece molecular cluster, C32H55Br4N3O4 overall in a non-equilibrium geometry.

The geometry in XYZ format:
```
98
Properties=species:S:1:pos:R:3
C 1.1576 1.2564 -5.3210
C 0.6858 0.5326 -6.5763
C -0.1807 1.6185 -7.2377
O -0.7465 2.3987 -6.1531
C -0.0866 2.0328 -4.9556
H 1.9953 1.9229 -5.5420
H 1.5032 0.6061 -4.5149
H 0.0271 -0.3129 -6.3630
H 1.4360 0.1304 -7.2574
H -1.0312 1.2503 -7.8164
H 0.3357 2.3001 -7.9198
H -0.7539 1.4144 -4.3431
H 0.2184 2.9435 -4.4341
C 1.4613 0.1258 -0.6263
C 0.8154 -0.5689 0.5644
C -0.4069 -1.3037 -0.0456
O -0.6184 -0.8051 -1.3368
C 0.6066 -0.2196 -1.8635
H 2.4897 -0.1915 -0.7843
H 1.3892 1.1931 -0.4119
H 0.5814 0.1821 1.3159
H 1.5197 -1.2740 1.0018
H -1.2168 -1.1196 0.6618
H -0.2022 -2.3770 -0.1292
H 0.3001 0.6563 -2.4336
H 1.0925 -0.9207 -2.5416
C 4.7262 -1.2610 -5.6822
C 4.8168 0.2592 -5.5371
C 4.4866 0.4298 -4.0605
O 3.6193 -0.6329 -3.6664
C 3.5019 -1.5138 -4.7908
H 5.6311 -1.7783 -5.3540
H 4.5036 -1.6370 -6.6829
H 3.9957 0.5642 -6.1947
H 5.7438 0.7439 -5.8307
H 3.8950 1.3519 -4.0544
H 5.4210 0.4186 -3.4993
H 2.5715 -1.2848 -5.3258
H 3.4376 -2.5485 -4.4471
C -3.9246 -2.8934 3.8812
C -3.6461 -3.0695 5.3931
C -2.4286 -3.9319 5.4644
O -1.7245 -3.6656 4.2493
C -2.6241 -3.3790 3.1893
H -4.1903 -1.8683 3.6329
H -4.7253 -3.5802 3.6037
H -4.4913 -3.5052 5.9276
H -3.4189 -2.1058 5.8511
H -2.6381 -5.0040 5.5630
H -1.7073 -3.6459 6.2313
H -2.8363 -4.3202 2.6748
H -2.2231 -2.6334 2.5063
Br 2.3007 -2.2605 3.6456
C 1.6762 -1.2572 5.2284
C 0.6954 -2.1165 5.9670
Br 1.6088 -3.4969 7.0958
H 1.1100 -0.3724 4.9334
H 2.5535 -0.9694 5.7948
H 0.0245 -2.7405 5.3823
H 0.0167 -1.5730 6.6236
Br -0.5564 5.8880 -4.4367
C -0.4987 5.6860 -2.4955
C 0.0925 4.3760 -2.0460
Br 2.0548 4.3199 -2.3338
H -1.5155 5.7578 -2.1156
H 0.1096 6.4758 -2.0612
H -0.3640 3.5004 -2.4982
H -0.0044 4.3008 -0.9669
N -3.2866 -2.7285 -0.9061
C -3.7457 -3.3363 -2.0515
C -4.8932 -4.0405 -1.7598
C -5.1109 -3.8927 -0.3686
C -4.1444 -3.0581 0.1084
H -2.4149 -2.2283 -0.9082
H -3.2962 -3.1221 -3.0076
H -5.5044 -4.6913 -2.3625
H -5.8991 -4.2969 0.2453
H -3.9103 -2.7952 1.1263
N -0.4635 1.6493 4.1025
C -1.3101 0.7221 3.5846
C -1.8731 0.0379 4.6310
C -1.4426 0.6510 5.8446
C -0.5342 1.6254 5.4650
H 0.2835 2.0582 3.5639
H -1.3645 0.5590 2.5237
H -2.5023 -0.8310 4.5788
H -1.7213 0.2723 6.8130
H 0.0650 2.3720 5.9659
N 1.5420 4.5425 3.8093
C 0.8207 4.7464 2.6543
C 1.1088 3.7131 1.7946
C 2.0686 2.8865 2.4057
C 2.3338 3.4315 3.6406
H 1.3689 5.0022 4.6826
H 0.2205 5.6419 2.6547
H 0.6424 3.5591 0.8366
H 2.5716 1.9604 2.1749
H 2.9446 3.0923 4.4624
```

Values from the calculation:
* gap between HOMO and LUMO: 0.308 Ha
* SMILES string: c1cc[nH]c1.c1cc[nH]c1.c1cc[nH]c1.C1CCOC1.C1CCOC1.C1CCOC1.C1CCOC1.BrCCBr.BrCCBr
* net charge: 0
* energy: -12013.47242 hartree
* lowest unoccupied orbital energy: 0.35 eV

Löwdin population analysis, charges in e, atoms 1 to 5: -0.1750 -0.1620 -0.1772 -0.1391 -0.2385

=====

Q: The highest lowest unoccupied orbital energy belongs to which entry?
A: C32H54NO20P2S2

=====

Q: Among the records above, which one has the lowest gap between HOMO and LUMO?
A: C32H54NO20P2S2